45
Properties=species:S:1:pos:R:3:lowdin_charge:R:1 method="wB97M-V/def2-TZVPD" charge=-2 lumo_ev=3.578 homo_ev=-1.6 de_lowest_kcal_mol=17.2 orbital_gap_ev=5.22
Pt -0.332 -2.530 0.174 0.08
S 1.898 -2.572 0.114 0.45
C 2.332 -1.137 1.015 -0.67
C 3.548 -0.510 0.780 -0.07
C 3.938 0.613 1.510 -0.21
C 5.205 1.220 1.253 -0.20
N 6.237 1.688 1.047 0.13
C 3.077 1.120 2.497 -0.21
C 1.857 0.487 2.736 -0.07
C 1.465 -0.636 2.021 -0.69
S -0.003 -1.503 2.371 0.59
C 3.427 2.276 3.260 -0.21
N 3.700 3.212 3.875 0.12
H 4.203 -0.893 0.007 0.11
H 1.201 0.875 3.506 0.11
I 1.559 -1.135 -7.405 0.75
C 0.819 -0.525 -5.537 -0.74
C -0.024 0.575 -5.473 -0.17
C -0.517 0.962 -4.236 -0.03
C -0.173 0.275 -3.077 -0.11
C 0.681 -0.815 -3.169 -0.01
C 1.177 -1.228 -4.400 -0.15
C -0.749 0.714 -1.729 -0.63
O -1.647 1.606 -1.773 -0.07
O -0.364 0.129 -0.688 -0.09
H -0.292 1.116 -6.371 0.08
H -1.188 1.807 -4.142 0.11
H 0.955 -1.346 -2.270 0.06
H 1.830 -2.089 -4.457 0.09
S -2.621 -2.307 -0.084 0.46
C -2.848 -0.951 0.975 -0.81
N -2.812 0.289 0.525 0.04
C -2.616 1.419 1.423 -0.16
C -3.396 1.183 2.706 -0.17
C -2.971 -0.150 3.298 -0.22
N -3.106 -1.184 2.276 -0.02
H -2.393 0.436 -0.399 0.08
H -2.945 2.317 0.903 0.12
H -1.544 1.522 1.618 0.13
H -4.466 1.167 2.481 0.11
H -3.208 1.985 3.421 0.11
H -3.594 -0.427 4.151 0.11
H -1.928 -0.105 3.626 0.06
H -2.903 -2.134 2.539 0.10
Br -0.467 -4.818 -0.894 -0.29

47
Properties=species:S:1:pos:R:3:lowdin_charge:R:1 method="wB97M-V/def2-TZVPD" charge=-1 lumo_ev=2.284 homo_ev=-4.7 de_lowest_kcal_mol=24.1 orbital_gap_ev=6.98
Ir -0.364 1.106 0.345 0.77
N -0.043 0.969 -3.944 0.07
C -0.134 0.804 -2.593 -0.80
S -0.728 2.130 -1.662 0.69
N 0.284 -0.338 -2.124 0.04
N 0.142 -0.469 -0.759 -0.13
C 0.658 -1.537 -0.246 -0.17
C 1.550 -2.409 -1.054 -0.20
C 2.919 -2.183 -0.943 -0.01
C 3.807 -2.960 -1.675 -0.07
C 3.332 -3.959 -2.513 -0.10
C 1.966 -4.181 -2.621 -0.09
C 1.075 -3.407 -1.893 -0.03
C 0.406 -1.886 1.167 -0.23
C 1.120 -2.901 1.797 0.00
C 0.859 -3.160 3.132 -0.06
C -0.108 -2.421 3.790 -0.06
C -0.793 -1.452 3.069 -0.13
N -0.553 -1.203 1.795 0.05
H -0.552 1.729 -4.357 0.08
H 0.060 0.128 -4.486 0.09
H 3.279 -1.388 -0.297 0.13
H 4.870 -2.774 -1.593 0.10
H 4.026 -4.560 -3.088 0.09
H 1.593 -4.955 -3.280 0.10
H 0.008 -3.568 -1.981 0.12
H 1.878 -3.454 1.262 0.11
H 1.418 -3.925 3.656 0.10
H -0.329 -2.585 4.836 0.10
H -1.565 -0.846 3.531 0.11
Cl -0.901 2.921 1.846 0.79
C -2.337 3.525 1.037 -0.62
C -2.602 4.875 1.100 -0.11
C -3.752 5.353 0.486 -0.10
C -4.593 4.468 -0.167 -0.13
C -4.289 3.116 -0.211 -0.68
Cl -5.385 2.064 -1.055 0.64
C -3.143 2.581 0.389 -0.76
S -2.741 0.885 0.341 0.51
H -1.917 5.533 1.616 0.11
H -3.985 6.408 0.511 0.10
H -5.488 4.817 -0.664 0.10
O 2.162 3.179 2.478 -0.51
Se 2.300 1.869 1.545 0.73
O 3.802 1.328 1.326 -0.49
O 1.519 2.083 0.067 -0.66
O 1.267 0.651 2.085 -0.58

45
Properties=species:S:1:pos:R:3:lowdin_charge:R:1 method="wB97M-V/def2-TZVPD" charge=+2 lumo_ev=-7.542 homo_ev=-14.1 de_lowest_kcal_mol=0.0 orbital_gap_ev=6.56
Ti 0.406 -0.720 0.848 1.02
Cl -5.369 2.350 3.080 0.79
C -3.864 1.969 2.347 -0.58
C -3.166 2.939 1.689 -0.13
C -1.919 2.655 1.077 -0.62
I -0.833 4.178 0.184 1.07
C -1.414 1.392 1.133 -0.33
O -0.209 0.943 0.640 -0.20
C -2.129 0.402 1.818 -0.14
N -1.492 -0.821 1.858 -0.02
C -2.051 -1.795 2.560 -0.08
C -3.279 -1.640 3.206 0.01
C -3.927 -0.429 3.150 0.05
C -3.343 0.646 2.447 -0.14
H -3.570 3.941 1.651 0.11
H -1.514 -2.734 2.613 0.13
H -3.701 -2.473 3.749 0.13
H -4.875 -0.293 3.653 0.12
N 4.411 0.455 0.586 0.26
C 3.334 -0.024 1.173 -0.40
O 2.290 -0.339 0.447 -0.15
C 3.284 -0.207 2.575 -0.14
C 4.297 0.218 3.469 -0.17
N 5.159 0.535 4.161 0.21
C 2.086 -0.818 2.858 -0.07
N 1.048 -1.332 2.712 0.13
H 4.453 0.545 -0.414 0.14
H 5.243 0.650 1.126 0.14
C 0.307 -1.876 -5.502 0.03
C 0.423 -1.295 -4.134 -0.20
C 0.893 -0.046 -3.841 0.08
C 0.939 0.375 -2.508 -0.21
N 0.523 -0.442 -1.533 0.03
C 0.063 -1.637 -1.818 -0.71
S -0.333 -2.596 -0.448 0.81
N 0.031 -2.075 -3.087 0.17
C 1.441 1.715 -2.111 0.01
H 0.842 -1.265 -6.224 0.10
H -0.744 -1.915 -5.797 0.12
H 0.700 -2.894 -5.536 0.11
H 1.243 0.598 -4.634 0.15
H -0.308 -3.014 -3.268 0.18
H 1.980 2.209 -2.915 0.10
H 2.058 1.633 -1.216 0.08
H 0.587 2.334 -1.823 0.04

44
Properties=species:S:1:pos:R:3:lowdin_charge:R:1 method="wB97M-V/def2-TZVPD" lumo_ev=-2.359 homo_ev=-7.9 de_lowest_kcal_mol=38.8 orbital_gap_ev=5.54
Ir -2.325 1.334 -0.599 1.45
O -0.548 3.271 5.710 -0.01
C -0.990 2.144 5.473 -0.69
O -1.239 1.135 6.142 -0.02
C -1.312 1.937 3.936 -0.05
C -1.802 0.710 3.501 0.03
C -2.075 0.530 2.164 -0.09
N -1.870 1.519 1.285 -0.09
C -1.369 2.710 1.682 -0.14
C -1.094 2.951 3.007 0.09
C -1.064 3.660 0.552 -0.56
O -0.627 4.766 0.728 0.12
O -1.309 3.103 -0.615 -0.20
H -1.966 -0.079 4.221 0.12
H -2.485 -0.390 1.766 0.11
H -0.695 3.913 3.298 0.14
C -4.127 -1.574 -2.046 -0.04
O -4.823 -0.473 -1.443 -0.04
C -4.077 0.461 -0.921 -0.58
O -4.532 1.496 -0.431 -0.01
H -4.883 -2.163 -2.552 0.10
H -3.641 -2.176 -1.280 0.09
H -3.392 -1.216 -2.767 0.09
S 2.626 -1.969 -3.338 1.00
C 1.318 -1.093 -2.504 -0.49
C 1.110 0.257 -2.748 -0.04
C 0.086 0.914 -2.095 -0.08
N -0.737 0.277 -1.240 -0.13
C -0.533 -1.027 -0.992 -0.10
C 0.477 -1.736 -1.602 -0.04
C 3.773 -2.079 -1.971 -0.52
C 3.766 -3.181 -1.128 -0.08
C 4.677 -3.214 -0.081 -0.13
N 5.561 -2.250 0.154 0.07
C 5.564 -1.206 -0.668 -0.13
C 4.697 -1.072 -1.744 -0.07
H 1.744 0.803 -3.433 0.12
H -0.092 1.975 -2.219 0.11
H -1.209 -1.484 -0.284 0.11
H 0.604 -2.785 -1.376 0.12
H 3.078 -4.000 -1.287 0.10
H 4.695 -4.061 0.595 0.11
H 6.296 -0.433 -0.463 0.11
H 4.745 -0.202 -2.386 0.11

42
Properties=species:S:1:pos:R:3:lowdin_charge:R:1 method="wB97M-V/def2-TZVPD" charge=-1 lumo_ev="2.250 / 1.419" homo_ev="-2.4 / -4.8" spin_multiplicity=3 s_squared=2.035 orbital_gap_ev="4.66 / 6.22"
Pt -0.027 -2.400 -1.404 0.88
S 2.060 -6.202 -2.576 0.51
C 1.317 -4.849 -2.073 -1.86
S -0.357 -4.631 -1.717 0.47
S 2.025 -3.305 -1.766 0.49
C -1.237 -2.906 2.717 -0.09
C -1.262 -2.820 1.341 -0.16
N -0.270 -2.156 0.699 -0.11
C 0.696 -1.538 1.366 -0.08
C 0.789 -1.554 2.786 -0.22
C -0.219 -2.303 3.435 -0.04
C 1.874 -0.939 3.474 -0.10
C 2.612 0.195 3.091 -0.10
C 2.255 1.201 2.183 -0.32
C 3.139 2.277 1.851 -0.06
C 2.712 3.235 0.988 -0.19
N 1.468 3.248 0.422 0.02
C 0.710 2.218 0.808 -0.26
N 1.000 1.211 1.616 0.10
H -2.020 -3.460 3.220 0.10
H -2.023 -3.286 0.731 0.09
H 1.461 -1.046 0.780 0.11
H -0.200 -2.376 4.516 0.10
H 2.171 -1.434 4.398 0.09
H 3.537 0.386 3.632 0.09
H 4.136 2.318 2.278 0.09
H 3.370 4.055 0.713 0.09
H -0.302 2.209 0.408 0.09
O -1.847 -1.258 -1.757 -0.12
C -1.134 -0.224 -1.934 -0.60
O 0.115 -0.307 -1.719 -0.13
C -1.744 1.048 -2.412 -0.14
C -0.965 2.192 -2.563 -0.02
C -1.550 3.364 -3.023 -0.07
C -2.901 3.386 -3.348 -0.09
C -3.674 2.239 -3.207 -0.08
C -3.095 1.070 -2.738 -0.02
H 0.087 2.162 -2.311 0.11
H -0.947 4.258 -3.125 0.10
H -3.355 4.300 -3.710 0.10
H -4.727 2.257 -3.463 0.10
H -3.678 0.166 -2.610 0.12

40
Properties=species:S:1:pos:R:3:lowdin_charge:R:1 method="wB97M-V/def2-TZVPD" charge=+1 lumo_ev=-3.598 homo_ev=-11.6 de_lowest_kcal_mol=0.0 orbital_gap_ev=8.00
Sn 2.977 -0.039 0.519 1.13
O -1.073 -0.206 1.431 0.14
C -1.683 -1.406 1.269 -0.20
C -1.776 -2.400 2.233 0.02
C -2.473 -3.525 1.850 -0.04
C -3.049 -3.658 0.570 -0.05
C -2.945 -2.658 -0.367 0.00
C -2.238 -1.507 0.003 -0.13
C -1.903 -0.276 -0.618 0.10
N -1.216 0.438 0.228 -0.08
N -0.801 1.723 0.086 0.17
C 0.448 1.933 0.474 -0.39
O 1.180 0.979 0.914 -0.30
C 0.948 3.317 0.387 -0.16
C 2.182 3.634 0.944 -0.04
C 2.676 4.925 0.859 -0.06
C 1.933 5.905 0.214 -0.06
C 0.696 5.594 -0.337 -0.06
C 0.200 4.305 -0.249 -0.02
H -1.339 -2.287 3.215 0.13
H -2.591 -4.332 2.561 0.12
H -3.587 -4.564 0.330 0.12
H -3.388 -2.752 -1.349 0.13
H -2.127 0.126 -1.593 0.16
H 2.750 2.881 1.476 0.08
H 3.633 5.169 1.299 0.11
H 2.316 6.915 0.146 0.11
H 0.115 6.360 -0.833 0.11
H -0.764 4.056 -0.673 0.11
S 1.947 -2.088 1.605 0.57
C 1.419 -2.343 -0.033 -0.78
C 0.739 -3.480 -0.481 -0.08
C 0.386 -3.555 -1.810 -0.04
C 0.726 -2.522 -2.687 -0.05
C 1.405 -1.440 -2.186 -0.12
N 1.726 -1.348 -0.886 -0.15
H 0.513 -4.274 0.216 0.12
H -0.141 -4.425 -2.181 0.12
H 0.474 -2.569 -3.736 0.11
H 1.703 -0.608 -2.813 0.13

| no. | DFT total energy (eV) |
| --- | --- |
| 1 | -143887.154 |
| 2 | -148981.426 |
| 3 | -87528.486 |
| 4 | -50357.037 |
| 5 | -64249.526 |
| 6 | -45155.645 |